1.
18
Properties=species:S:1:pos:R:3 method="wB97M-V/def2-TZVPD" fmax_ev_per_a=2.1 total_charge=0 e_tot_ha=-438.47098 spin_multiplicity=1 homo_lumo_gap_ev=10.39
N 1.176 0.864 -0.457
C -0.263 0.987 -0.687
C -1.008 -0.301 -0.819
O -1.569 -0.610 -1.826
H 1.586 0.025 -0.085
H 1.706 0.995 -1.311
H -0.380 1.625 -1.564
H -0.688 1.720 0.021
H -0.890 -0.993 0.031
O 1.461 -2.302 -2.338
H 0.504 -2.437 -2.334
H 1.530 -1.418 -1.972
O -1.420 -0.087 2.885
H -0.459 -0.081 2.914
H -1.730 0.557 3.558
O 1.007 1.387 2.486
H 1.910 1.690 2.301
H 0.964 1.016 1.569

2.
17
Properties=species:S:1:pos:R:3 method="wB97M-V/def2-TZVPD" fmax_ev_per_a=2.4 total_charge=0 e_tot_ha=-1005.78012 spin_multiplicity=3 homo_lumo_gap_ev="7.07 / 8.05"
C 0.542 -1.541 0.008
C 0.940 -1.072 1.386
N 0.557 -0.106 0.384
Si 1.618 0.975 -0.364
Si -1.748 0.942 -0.943
Si -3.205 -0.158 0.305
H 1.339 -1.938 -0.566
H -0.321 -2.126 -0.396
H 0.087 -1.138 2.048
H 1.939 -1.083 1.812
H 1.515 2.246 0.235
H 3.109 0.878 -0.391
H 1.035 1.134 -1.755
H -1.547 1.428 -2.314
H -1.315 2.099 -0.080
H -2.063 -1.036 1.034
H -4.082 -1.113 -0.461

3.
17
Properties=species:S:1:pos:R:3 method="wB97M-V/def2-TZVPD" fmax_ev_per_a=0.7 total_charge=-1 e_tot_ha=-706.77022 spin_multiplicity=1 homo_lumo_gap_ev=7.46
C -1.183 1.652 -1.222
C -0.728 0.204 -1.355
S 0.995 -0.024 -0.757
H -1.112 1.962 -0.179
H -0.481 2.292 -1.766
H -2.208 1.804 -1.571
H -1.386 -0.446 -0.784
H -0.738 -0.105 -2.397
H -0.485 -1.736 2.081
H 0.334 -0.707 1.298
O 0.334 -1.236 2.135
H 0.583 1.486 2.279
H 1.435 1.622 1.025
O 1.191 2.097 1.844
H 1.191 -3.256 0.504
H 1.248 -2.337 -0.689
O 1.011 -3.273 -0.446